# 1
74
Properties=species:S:1:pos:R:3:mulliken_spin:R:1 method="wB97M-V/def2-TZVPD" lumo_energy_ev="4.36 / 4.36" gap_ev="3.69 / 3.74" homo_ev="0.675 / 0.623" multiplicity=3 total_charge=-2
Pd -0.613 0.448 -0.025 0.62
N -1.250 1.108 4.374 -0.03
N 2.006 0.826 1.362 -0.04
C -1.680 1.012 -1.703 0.22
C -1.429 2.171 -0.892 0.05
C -2.025 1.952 0.390 0.05
C -2.124 2.878 1.555 -0.02
H -1.563 3.799 1.361 -0.01
H -1.773 2.387 2.480 0.03
H -3.169 3.161 1.763 0.00
C -2.618 0.657 0.385 0.13
C -3.330 0.059 1.540 0.05
H -4.359 0.437 1.569 0.00
H -2.846 0.319 2.491 -0.01
H -3.365 -1.028 1.448 0.00
C -2.416 0.072 -0.909 -0.02
C -2.929 -1.255 -1.336 0.00
H -2.958 -1.952 -0.494 0.00
H -2.311 -1.699 -2.122 0.00
H -3.947 -1.126 -1.722 0.00
C -0.693 3.393 -1.317 -0.03
H -1.319 4.130 -1.844 0.01
H 0.120 3.115 -1.993 0.00
H -0.263 3.888 -0.441 0.01
C -1.244 0.808 -3.110 -0.01
H -1.282 -0.256 -3.367 0.00
H -0.208 1.137 -3.242 0.01
H -1.872 1.358 -3.826 0.00
C -1.595 0.308 5.389 0.04
H -2.575 0.554 5.774 0.00
C -0.782 -0.700 5.927 -0.01
H -1.193 -1.222 6.788 0.00
C 0.447 -0.938 5.304 0.02
H 0.994 -1.817 5.594 0.02
C 0.963 -0.047 4.383 0.07
H 1.858 -0.268 3.772 0.03
C 0.154 1.165 4.237 0.24
C 0.804 2.415 4.008 0.59
H 0.322 2.693 2.668 0.07
C 1.441 0.644 0.249 -0.20
C 3.383 1.025 1.282 0.00
H 4.114 1.246 2.016 0.00
C 3.643 0.541 0.027 0.01
H 4.547 0.360 -0.544 0.00
N 2.449 0.280 -0.632 -0.02
C 2.235 -0.045 -2.049 0.03
C 2.568 0.943 -2.981 0.00
C 2.494 0.575 -4.330 0.00
H 2.770 1.287 -5.086 0.00
C 2.090 -0.694 -4.715 0.00
C 2.104 -1.090 -6.172 0.00
H 1.272 -1.772 -6.399 0.00
H 3.036 -1.621 -6.428 0.00
H 2.035 -0.212 -6.831 0.00
C 1.731 -1.632 -3.760 0.01
H 1.430 -2.611 -4.093 0.00
C 1.783 -1.334 -2.391 -0.04
C 1.476 -2.366 -1.367 0.01
H 2.320 -2.478 -0.674 0.00
H 1.276 -3.340 -1.829 0.00
H 0.592 -2.097 -0.772 0.02
C 2.991 2.305 -2.556 0.00
H 3.869 2.273 -1.901 0.00
H 2.187 2.824 -2.015 0.00
H 3.245 2.913 -3.429 0.00
C -1.753 -2.724 3.118 -0.01
C -1.046 -3.043 1.835 0.02
N -0.614 -4.329 1.717 0.00
O -0.855 -2.235 0.909 0.07
H -2.765 -3.159 3.116 0.00
H -1.832 -1.638 3.213 0.01
H -1.207 -3.122 3.983 0.00
H -0.172 -4.605 0.842 0.00
H -0.770 -5.009 2.432 0.00



# 2
42
Properties=species:S:1:pos:R:3:mulliken_spin:R:1 method="wB97M-V/def2-TZVPD" lumo_energy_ev="0.27 / 0.38" gap_ev="7.19 / 7.35" homo_ev="-6.922 / -6.975" multiplicity=2 total_charge=0
C 3.391 -0.517 1.133 0.03
C 3.367 -1.069 -0.187 0.04
C 2.505 -2.215 -0.197 0.00
C 1.998 -2.420 1.174 -0.02
C 2.558 -1.326 2.000 -0.01
V 1.429 -0.709 0.539 0.93
N 1.667 2.134 -0.474 0.02
C 2.168 3.389 -1.243 0.00
C 2.312 2.063 -1.983 0.02
H 2.230 -2.766 -1.096 0.00
H 3.972 -0.713 -1.026 0.00
H 1.141 -3.032 1.429 0.00
H 2.213 -1.001 2.977 0.01
H 3.942 0.385 1.412 -0.01
H 3.163 1.367 -1.903 0.00
H 3.206 3.801 -0.918 0.00
H 1.817 2.527 0.480 0.01
H 1.392 1.718 -2.531 -0.01
H 1.303 4.000 -1.465 0.00
C -2.729 -1.988 3.272 0.00
C -1.584 -1.225 3.539 0.00
C -0.854 -0.682 2.481 0.00
C -1.347 -0.900 1.166 -0.01
C -2.495 -1.655 0.897 0.00
C -3.195 -2.205 1.955 0.00
N -0.656 -0.440 0.044 0.00
C -1.234 0.250 -1.010 0.01
C -0.806 0.027 -2.342 0.00
C -1.461 0.691 -3.377 0.01
C -2.473 1.622 -3.092 0.00
C -2.858 1.888 -1.765 0.00
C -2.243 1.195 -0.728 0.00
H -3.293 -2.433 4.093 0.00
H -1.258 -1.056 4.572 0.00
H 0.003 -0.021 2.679 0.01
H -2.797 -1.795 -0.148 0.00
H -4.103 -2.778 1.733 0.00
H -0.043 -0.730 -2.555 0.00
H -1.189 0.483 -4.418 0.00
H -2.968 2.158 -3.905 0.00
H -3.643 2.621 -1.523 0.00
H -2.549 1.355 0.313 0.00



# 3
7
Properties=species:S:1:pos:R:3:mulliken_charge:R:1 method="wB97M-V/def2-TZVPD" lumo_energy_ev=0.34 gap_ev=9.43 homo_ev=-9.087 de_lowest_kcal_mol=81.9 total_charge=0
B -0.414 -0.621 -0.199 0.33
N 1.591 0.168 0.236 -0.67
O -1.233 0.218 0.441 -0.37
H -0.698 -1.562 -0.911 -0.01
H 1.090 0.752 0.826 0.21
H 1.763 0.809 -0.570 0.20
H -2.100 0.236 0.176 0.31



# 4
57
Properties=species:S:1:pos:R:3:mulliken_charge:R:1 method="wB97M-V/def2-TZVPD" lumo_energy_ev=-6.10 gap_ev=1.45 homo_ev=-7.549 de_lowest_kcal_mol=108.2 total_charge=+1
C 3.002 -1.887 1.688 -0.15
O 2.818 -3.321 1.958 -0.57
B 1.661 -3.888 1.239 1.12
O 0.938 -5.028 1.902 -0.51
B 1.099 -3.438 -0.244 -0.13
O -0.256 -3.949 -0.650 -0.40
B -0.240 -4.394 -2.062 0.20
O -0.777 -5.715 -2.515 -0.05
N -0.165 -6.064 -3.665 0.22
O 0.953 -6.471 -3.372 -0.46
O 0.279 -3.510 -3.149 -0.29
B 1.567 -2.992 -2.611 0.41
B 2.899 -2.866 -3.631 0.28
N 3.944 -3.967 -3.540 -0.20
O 2.942 -1.687 -4.518 -0.66
O 1.774 -2.555 -1.216 0.13
H 2.039 -1.230 1.826 0.31
H 3.482 -1.806 0.609 -0.18
H 3.835 -1.509 2.448 0.25
H 1.008 -5.771 1.211 0.28
H 3.413 -4.876 -3.495 0.31
H 4.369 -3.873 -2.571 -0.71
H 2.877 -0.896 -3.876 0.38
Be -0.929 -7.575 -2.385 0.50
B 1.194 2.001 1.591 0.53
F 1.473 0.774 2.320 -0.34
F 1.979 3.088 2.153 -0.33
F 1.545 1.823 0.191 -0.07
F -0.220 2.318 1.699 -0.33
C 0.617 -6.258 -7.822 -0.36
Br 2.400 -6.978 -8.120 -0.03
Br -0.717 -7.666 -7.677 -0.04
Br 0.569 -5.055 -6.294 0.08
H 0.361 -5.664 -8.705 0.36
C -2.240 3.793 5.142 -0.47
C -0.949 3.115 4.715 0.25
N 0.122 2.553 4.360 -0.43
H -3.076 3.094 5.051 0.28
H -2.162 4.122 6.182 0.35
H -2.433 4.663 4.508 0.01
Cl 2.849 0.704 -0.186 0.17
N -4.753 5.253 3.873 -0.49
H -4.991 4.297 3.583 0.36
H -4.430 5.245 4.847 0.36
H -4.008 5.618 3.268 0.34
H -5.583 5.852 3.793 0.37
C -4.346 9.292 3.621 -0.98
C -4.060 8.283 2.494 -0.16
O -2.918 7.686 2.792 -0.78
H -3.559 10.053 3.699 0.26
H -5.288 9.816 3.419 0.34
H -4.448 8.800 4.596 0.23
H -4.119 8.868 1.562 0.26
H -4.970 7.668 2.421 0.05
Na 3.909 -0.382 -6.009 1.01
Br 4.542 -3.907 -5.483 -0.46
Li 5.179 -3.602 -0.965 0.64



no.,energy (Ha)
1,-1587.80447
2,-1789.26297
3,-157.18925
4,-12625.73511